Record 1
The following is a DFT calculation (ωB97M-V/def2-TZVPD) of 2 unconnected molecules or ions with the total composition C2H5FIN at a distorted geometry.

## Properties
Highest occupied orbital energy, eV: -9.629
DFT total energy, eV: -14460.4805
Maximum force, eV Å⁻¹: 4.4
ΔE to the lowest compared entry with this formula, charge and spin, eV: 2.564

Structure (ORCA input):
```
! RIJCOSX wB97M-V def2-TZVPD def2/J DEFGRID3
* xyz 0 1
C -1.6792 -0.7742 0.4354
C -0.8335 0.3648 -0.0648
N 0.4058 0.3291 -0.0996
F 0.9088 1.5882 -0.5011
H -1.9235 -1.6310 -0.3175
H -1.1685 -1.4189 1.1401
H -2.6409 -0.4180 0.8479
H -1.5264 1.3117 -0.2574
I 4.1145 -0.3053 -0.1488
H 4.3430 0.9535 -1.0341
*
```

Record 2
The following is a DFT calculation (ωB97M-V/def2-TZVPD) of a single C3H3PS molecule at a distorted geometry.

## Properties
Highest occupied orbital energy, eV: -7.824
DFT total energy, eV: -23280.9728
Maximum force, eV Å⁻¹: 2.2
ΔE to the lowest compared entry with this formula, charge and spin, eV: 0.476

Structure (ORCA input):
```
! RIJCOSX wB97M-V def2-TZVPD def2/J DEFGRID3
* xyz 0 1
C 1.1585 -0.0454 0.0160
C -0.2408 0.4674 -0.1324
P -1.4159 1.7449 -0.1366
C -1.4477 -0.0791 0.0759
S -2.4270 -1.3400 0.0929
H 1.3657 0.0290 1.0809
H 1.8395 0.2912 -0.7178
H 1.1677 -1.0681 -0.2788
*
```

Record 3
The following is a DFT calculation (ωB97M-V/def2-TZVPD) of 5 unconnected molecules or ions with the total composition Cl4H4N at a distorted geometry.

## Properties
Highest occupied orbital energy, eV: 0.387
DFT total energy, eV: -51646.6359
Maximum force, eV Å⁻¹: 1.5

Structure (ORCA input):
```
! RIJCOSX wB97M-V def2-TZVPD def2/J DEFGRID3
* xyz -3 1
N -8.2112 13.6302 -14.1334
H -7.9161 13.5087 -13.1386
H -8.2784 14.6353 -14.3898
H -9.0430 13.0693 -14.3837
H -7.4047 13.2236 -14.6816
Cl -8.5575 17.0071 -14.4103
Cl -7.4386 13.3488 -10.8432
Cl -5.7732 12.6509 -16.0745
Cl -10.8804 11.4220 -14.8761
*
```

Record 4
The following is a DFT calculation (ωB97M-V/def2-TZVPD) of a molecular structure, H3NS2 at a distorted geometry.

## Properties
Highest occupied orbital energy (spin up / spin down), eV: -9.234 / -9.240
DFT total energy, eV: -23206.1784
Maximum force, eV Å⁻¹: 2.7
ΔE to the lowest compared entry with this formula, charge and spin, eV: 2.807

Structure (ORCA input):
```
! RIJCOSX wB97M-V def2-TZVPD def2/J DEFGRID3
* xyz 0 1
N -0.8662 0.5217 2.1936
S -1.2986 -0.9402 1.6807
S -1.5417 1.8978 2.9799
H 0.0834 0.7651 1.8871
H -1.1039 0.8289 -0.8982
H -0.3012 0.7179 -0.9535
*
```

Record 5
The following is a DFT calculation (ωB97M-V/def2-TZVPD) of a molecular structure, C23H20FN2O7SSc at a distorted geometry.

## Properties
Highest occupied orbital energy, eV: -8.755
DFT total energy, eV: -75747.0886
Maximum force, eV Å⁻¹: 1.6
ΔE to the lowest compared entry with this formula, charge and spin, eV: 0.469

Structure (ORCA input):
```
! RIJCOSX wB97M-V def2-TZVPD def2/J DEFGRID3
* xyz 0 1
Sc -0.0636 -0.3323 0.3013
C -3.2799 4.4356 5.0546
C -3.7573 4.6597 3.6216
C -3.5566 6.1263 3.2375
C -4.0566 6.3631 1.8210
C -3.3499 5.4349 0.8808
C -3.1126 5.8088 -0.4230
C -2.4772 4.9383 -1.3057
F -2.2627 5.3463 -2.5650
C -2.0762 3.6913 -0.9099
C -2.2982 3.2986 0.4165
C -1.8396 1.9823 0.8236
O -1.4027 1.1544 -0.0238
C -1.9440 1.7159 2.2177
C -2.5775 2.6006 3.0450
N -3.0719 3.7861 2.6554
C -2.9176 4.1725 1.3386
C -1.2299 0.5014 2.8248
O -1.6000 0.0634 3.8919
O -0.2048 0.1258 2.1432
H -3.6602 5.2414 5.6779
H -2.1941 4.4473 5.1066
H -3.6457 3.5016 5.4699
H -4.8309 4.4314 3.5698
H -2.4983 6.3864 3.3085
H -4.1073 6.7543 3.9393
H -3.8994 7.3999 1.5223
H -5.1321 6.1634 1.7745
H -3.4025 6.7877 -0.7716
H -1.5746 3.0091 -1.5799
H -2.6763 2.3169 4.0803
C -0.4722 -5.2880 -5.5518
C -0.2104 -4.6658 -4.2178
C 0.4831 -5.3549 -3.2297
C 0.6309 -4.8122 -1.9645
C 0.0912 -3.5677 -1.6989
C -0.5524 -2.8377 -2.6816
C -0.7051 -3.3942 -3.9377
S 0.1279 -2.9164 -0.0343
O -1.0616 -1.9886 0.0434
O 0.0635 -4.0025 0.8937
N 1.3675 -1.9218 0.2136
C 2.2639 -1.7339 -0.9177
C 1.7035 -0.6374 -1.8757
O 2.0521 -0.5774 -3.0331
O 0.8519 0.1497 -1.2982
H -0.0387 -6.2809 -5.6038
H -0.0608 -4.6794 -6.3539
H -1.5459 -5.3703 -5.7120
H 0.8887 -6.3321 -3.4439
H 1.1322 -5.3411 -1.1695
H -0.9499 -1.8585 -2.4383
H -1.2330 -2.8525 -4.7078
H 2.4286 -2.6590 -1.4880
H 3.2341 -1.3888 -0.5394
*
```

Record 6
The following is a DFT calculation (ωB97M-V/def2-TZVPD) of 7 unconnected molecules or ions with the total composition C56H60N11O15 at a distorted geometry.

## Properties
Highest occupied orbital energy, eV: -8.277
DFT total energy, eV: -106110.6451
Maximum force, eV Å⁻¹: 6.1

Structure (ORCA input):
```
! RIJCOSX wB97M-V def2-TZVPD def2/J DEFGRID3
* xyz 1 1
C 9.6638 -3.6624 2.5355
C 8.2577 -2.8918 2.3605
C 6.9617 -3.6768 2.9277
C 8.1987 -1.5715 1.7709
C 7.7560 -1.2697 0.2332
C 6.3980 -0.4093 0.3157
C 5.6487 -0.1735 -1.0855
C 5.5684 -1.5736 -1.9210
C 4.2391 0.6042 -1.0088
C 3.5971 0.7605 0.4533
N 3.0401 -0.5078 0.9937
C 1.8583 -1.0743 0.7466
N 1.5028 -2.3247 1.4393
C 0.1478 -2.5803 0.9407
C -0.8519 -3.7662 1.3244
O -0.2304 -5.0483 1.4861
C 0.4697 -5.1702 2.7275
C 1.2649 -6.5129 2.9324
C 2.0392 -6.7870 4.2597
C 2.0298 -5.7191 5.4085
C 1.2571 -4.3910 5.2374
C 0.4869 -4.1488 3.8848
N -0.1539 -1.5129 -0.0057
N 0.8551 -0.5817 -0.1547
C 0.7363 0.5658 -1.0845
O -0.6095 0.6358 -1.6704
N -1.4040 1.2896 -0.7577
O -2.5370 0.9400 -0.8950
H 10.5110 -3.0783 2.0258
H 9.5019 -4.7108 2.0747
H 9.8969 -3.8476 3.6573
H 7.0783 -3.8801 4.0612
H 5.9821 -3.1159 2.7563
H 6.9010 -4.7148 2.4344
H 8.4469 -0.6799 2.4664
H 7.6487 -2.2880 -0.2703
H 8.6472 -0.6742 -0.2025
H 5.7573 -0.8687 1.1423
H 6.7079 0.6400 0.7015
H 6.3542 0.4938 -1.7183
H 6.6533 -1.8550 -2.2084
H 5.0428 -1.3727 -2.9308
H 5.0958 -2.4224 -1.3229
H 4.4004 1.6723 -1.4185
H 3.5311 0.0849 -1.7510
H 4.3345 1.1598 1.2509
H 2.7986 1.5960 0.3703
H 3.6536 -1.0248 1.6552
H -1.5832 -3.8736 0.4330
H -1.5198 -3.4525 2.2161
H 1.2830 -7.3307 2.1202
H 2.6277 -7.7638 4.3905
H 2.5908 -5.8672 6.4040
H 1.2022 -3.5849 6.0472
H -0.0894 -3.1717 3.8115
H -1.0703 -1.5561 -0.4672
H 0.8460 1.5541 -0.4956
H 1.4488 0.5014 -1.9789
C -4.3164 0.2703 -4.2273
C -5.1247 0.0408 -5.3383
C -6.1663 0.9139 -5.6351
C -6.3881 2.0185 -4.8141
C -5.5886 2.2503 -3.6969
C -4.5510 1.3707 -3.4059
N -7.4674 2.9536 -5.1365
O -8.1614 2.7083 -6.1131
O -7.6116 3.9302 -4.4123
H -3.4951 -0.4124 -3.9985
H -4.9406 -0.8172 -5.9745
H -6.7880 0.7234 -6.5032
H -5.7578 3.1048 -3.0504
H -3.9207 1.5438 -2.5400
C -9.4724 1.6921 -3.1471
C -9.5666 1.9148 -1.7764
C -10.2902 1.0372 -0.9760
C -10.9129 -0.0651 -1.5599
C -10.8288 -0.2895 -2.9329
C -10.1051 0.5953 -3.7257
N -11.6548 -1.0056 -0.7174
O -11.7226 -0.7656 0.4812
O -12.1610 -1.9784 -1.2574
H -8.9018 2.3764 -3.7673
H -9.0726 2.7724 -1.3313
H -10.3560 1.2220 0.0907
H -11.3144 -1.1419 -3.3955
H -10.0304 0.4287 -4.7954
C 12.4175 2.7960 5.2470
C 11.6503 1.6578 5.4780
C 11.5155 0.6949 4.4835
C 12.1585 0.8805 3.2608
C 12.9218 2.0214 3.0206
C 13.0486 2.9804 4.0202
N 12.0401 -0.1426 2.2196
O 11.3460 -1.1223 2.4593
O 12.6436 0.0374 1.1721
H 12.5250 3.5430 6.0278
H 11.1594 1.5200 6.4358
H 10.9150 -0.1875 4.6761
H 13.4212 2.1755 2.0703
H 13.6429 3.8709 3.8447
C -0.1705 -3.0122 -9.1725
C 0.2836 -2.0897 -8.2341
C -0.4986 -1.7799 -7.1269
C -1.7347 -2.4048 -6.9668
C -2.1982 -3.3238 -7.9069
C -1.4101 -3.6251 -9.0124
N -2.5511 -2.1013 -5.7902
O -2.1213 -1.2743 -4.9924
O -3.6136 -2.6920 -5.6658
H 0.4455 -3.2557 -10.0329
H 1.2499 -1.6141 -8.3650
H -0.1333 -1.0596 -6.4033
H -3.1607 -3.8106 -7.7923
H -1.7599 -4.3410 -9.7486
C 3.1532 5.9860 4.4304
C 3.0305 4.6354 4.1166
C 4.0866 3.9620 3.5119
C 5.2651 4.6515 3.2295
C 5.3911 6.0054 3.5345
C 4.3284 6.6712 4.1366
N 6.3898 3.9413 2.6157
O 6.2384 2.7554 2.3431
O 7.4164 4.5689 2.4136
H 2.3286 6.5070 4.9076
H 2.1113 4.1066 4.3468
H 3.9783 2.9098 3.2728
H 6.3025 6.5502 3.3138
H 4.4172 7.7245 4.3809
C -14.0955 1.5014 0.7755
C -14.5532 2.7094 0.2574
C -14.8387 3.7700 1.1110
C -14.6573 3.6101 2.4838
C -14.2065 2.4003 3.0090
C -13.9263 1.3445 2.1478
N -14.9324 4.7321 3.3848
O -15.3442 5.7722 2.8903
O -14.7306 4.5663 4.5795
H -13.8684 0.6777 0.1059
H -14.6845 2.8252 -0.8136
H -15.1946 4.7061 0.6950
H -14.0675 2.2664 4.0763
H -13.5720 0.3992 2.5455
*
```